1.
The following is a quantum chemistry calculation of the molecule C6H11N, from the OMol25 dataset.

ORCA input file:
```
! RIJCOSX wB97M-V def2-TZVPD def2/J DEFGRID3
* xyz 0 1
N 1.064 1.666 -0.043
C -1.279 0.368 1.098
C 1.276 -0.185 -1.716
C -0.773 -0.016 -0.259
C 0.858 -1.174 -2.490
C -0.853 -0.689 2.200
C 0.474 0.493 -0.554
H -0.594 -0.099 3.047
H 0.663 -1.214 -3.599
H 2.164 0.406 -1.954
H -2.329 0.557 1.032
H 2.067 1.858 -0.157
H 0.596 2.425 0.478
H -0.838 1.357 1.189
H 0.741 -2.159 -2.006
H -1.365 -0.846 -0.829
H -0.028 -1.387 2.060
H -1.843 -1.362 2.502
*
```

Results
* structure (SMILES): C=C/C(N)=C/CC
* HOMO level: -7.3 eV
* gap between HOMO and LUMO: 0.28118 hartree

The molecule's Mulliken atomic charges, reported in e, are given here: N -0.469; C -0.365; C -0.410; C -0.478; C -0.704; C -0.998; C 0.749; H 0.314; H 0.229; H 0.217; H 0.437; H 0.173; H 0.179; H 0.049; H 0.262; H 0.263; H 0.322; H 0.230



2.
The following is a quantum chemistry calculation of the ion C6H7O6S2 with charge -1, from the OMol25 dataset.

ORCA input file:
```
! RIJCOSX wB97M-V def2-TZVPD def2/J DEFGRID3
* xyz -1 1
S 2.203 0.087 -0.962
S 0.795 -2.236 0.456
O -2.490 -0.134 -1.884
O -0.926 1.793 2.020
O 2.258 -0.541 -2.334
O 1.845 -2.055 1.554
O 0.465 0.460 0.840
O -0.428 -0.570 -1.132
C -0.800 1.209 0.980
C -0.856 -2.273 1.479
C 0.560 -0.464 -0.179
C 1.749 1.832 -1.170
C -1.648 0.174 -1.070
C -1.759 1.102 -0.023
H -1.827 -2.297 0.944
H -2.588 1.791 0.098
H 0.906 2.022 -1.977
H -0.830 -1.393 2.089
H 2.620 2.297 -1.619
H 1.548 2.316 -0.239
H -0.798 -3.120 2.127
*
```

Results
* HOMO level: -4.7 eV
* gap between HOMO and LUMO: 0.28897 hartree

The molecule's Mulliken atomic charges, reported in e, are given here: S 0.438; S 0.393; O -0.688; O -0.678; O -0.667; O -0.637; O -0.429; O -0.440; C 0.487; C -0.944; C 0.859; C -0.928; C 0.372; C -0.432; H 0.298; H 0.351; H 0.226; H 0.235; H 0.430; H 0.313; H 0.441



3.
The following is a quantum chemistry calculation of a structure of composition C2H8AgBrN4O2, from the OMol25 dataset.

ORCA input file:
```
! RIJCOSX wB97M-V def2-TZVPD def2/J DEFGRID3
* xyz 0 1
Ag -0.373 -1.557 3.513
Br -0.828 0.388 1.722
O 1.822 3.827 -2.021
O -1.716 -4.675 -0.742
N 1.485 2.088 -0.593
N -0.003 -3.226 -0.388
N -2.100 -2.732 0.419
N 0.981 4.258 0.027
C 1.411 3.401 -0.958
C -1.322 -3.623 -0.276
H 0.313 -2.268 -0.356
H 0.618 4.009 0.928
H 1.110 5.235 -0.156
H -1.730 -1.799 0.489
H 1.083 1.801 0.282
H 0.513 -3.725 -1.097
H 1.826 1.465 -1.297
H -3.090 -2.866 0.505
*
```

Results
* HOMO level: -9.7 eV
* gap between HOMO and LUMO: 0.26918 hartree

The molecule's Mulliken atomic charges, reported in e, are given here: Ag 0.539; Br -0.571; O -0.642; O -0.619; N -0.283; N -0.406; N -0.271; N -0.364; C 0.624; C 0.528; H 0.217; H 0.163; H 0.206; H 0.134; H 0.114; H 0.248; H 0.181; H 0.201



4.
The following is a quantum chemistry calculation of a cluster of 3 separate species, C2H9NO2 in total, from the OMol25 dataset.

ORCA input file:
```
! RIJCOSX wB97M-V def2-TZVPD def2/J DEFGRID3
* xyz -1 2
O -1.734 -0.777 -0.424
O 1.280 1.818 0.268
N 2.166 -0.410 -0.381
C 0.982 -1.236 -0.150
C -2.452 0.340 0.041
H -2.381 1.301 -0.607
H 2.093 0.001 -1.229
H 1.119 -2.295 -0.531
H -2.089 0.610 1.141
H -0.051 -0.860 -0.476
H 0.958 -1.267 0.941
H -3.547 0.088 0.165
H 1.671 2.241 1.056
H 1.984 0.446 0.188
*
```

Results
* HOMO level (alpha / beta): -3.1 / -2.8 eV
* gap between HOMO and LUMO (alpha / beta): 0.25983 / 0.17651 hartree

The molecule's Mulliken atomic charges, reported in e, are given here: O -0.489; O -1.071; N -0.758; C -0.485; C -0.448; H 0.202; H 0.234; H 0.250; H 0.203; H 0.255; H 0.237; H 0.238; H 0.153; H 0.480



5.
The following is a quantum chemistry calculation of the molecule C9H15ClO2Si, from the OMol25 dataset.

ORCA input file:
```
! RIJCOSX wB97M-V def2-TZVPD def2/J DEFGRID3
* xyz 0 1
Cl -1.733 -3.302 -0.899
Si -0.522 -0.336 -0.996
O -0.552 0.157 3.633
O 3.171 1.271 -0.616
C 2.175 1.268 -1.426
C -0.709 -2.148 0.018
C -0.140 0.563 2.353
C 3.325 0.212 0.194
C -1.029 1.160 0.077
C 2.236 -0.668 -0.049
C -1.441 -0.157 -2.607
C -1.406 0.906 1.524
C 1.501 -0.074 -1.292
H -2.064 0.139 1.635
H 0.417 -0.210 1.847
H 1.953 2.131 -2.057
H -1.910 1.443 -0.336
H -1.860 1.723 2.090
H -0.824 0.556 -3.151
H -1.224 -2.155 0.912
H 1.506 -0.718 -2.197
H -0.258 1.911 0.125
H 0.240 -2.651 0.255
H -1.751 -0.903 -3.260
H 2.226 -1.732 0.267
H 0.669 1.391 2.339
H 0.303 -0.243 3.994
H -2.300 0.465 -2.376
*
```

Results
* HOMO level (alpha / beta): -7.7 / -7.7 eV
* gap between HOMO and LUMO (alpha / beta): 0.25516 / 0.25514 hartree

The molecule's Mulliken atomic charges, reported in e, are given here: Cl -0.224; Si 0.169; O -0.538; O -0.019; C -0.193; C -0.585; C -0.167; C -1.158; C -0.709; C -0.085; C -1.219; C -1.049; C 0.245; H 0.470; H 0.089; H 0.426; H 0.522; H 0.410; H 0.330; H 0.410; H 0.390; H 0.467; H 0.270; H 0.447; H 0.308; H 0.273; H 0.358; H 0.361



6.
The following is a quantum chemistry calculation of a cluster of 2 separate species, C2H3I2N in total, from the OMol25 dataset.

ORCA input file:
```
! RIJCOSX wB97M-V def2-TZVPD def2/J DEFGRID3
* xyz 0 1
I 3.185 1.728 -0.024
I 2.347 -2.274 -0.030
N 0.091 1.856 0.116
C 1.129 1.263 -0.062
C 0.437 -1.594 0.019
H -0.179 -1.474 -0.818
H -0.090 -1.631 0.850
H -0.480 2.656 -0.179
*
```

Results
* HOMO level (alpha / beta): -8.0 / -7.6 eV
* gap between HOMO and LUMO (alpha / beta): 0.26642 / 0.27564 hartree

The molecule's Mulliken atomic charges, reported in e, are given here: I 0.052; I 0.137; N -0.363; C 0.027; C -1.044; H 0.441; H 0.469; H 0.282



Number 1: largest force on an atom 3.996 eV Å⁻¹. Number 2: largest force on an atom 2.908 eV Å⁻¹. Number 3: largest force on an atom 1.332 eV Å⁻¹. Number 4: largest force on an atom 3.930 eV Å⁻¹. Number 5: largest force on an atom 4.797 eV Å⁻¹. Number 6: largest force on an atom 4.598 eV Å⁻¹.